# 1
# C4H9NO

An isolated molecule of C4H9NO in a non-equilibrium geometry (ωB97M-V with the def2-TZVPD basis set, the Open Molecules 2025 dataset).

Properties
**SMILES**: CCNCC=O
**Strongest force on any atom**: 1.9 eV/Å
**Energy above the lowest of the compared OMol25 structures with the same formula, charge and spin**: 1.823 eV
**Highest occupied orbital energy**: -8.88 eV
**Lowest unoccupied orbital energy**: 1.00 eV
**Calculated total energy**: -287.76545 Eh
**Kohn-Sham gap**: 9.9 eV

Last column: natural (NBO) charge in e.
CARTESIAN COORDINATES (ANGSTROEM)
C (0.83, 1.79, 0.19)  -0.65
C (1.29, 0.36, -0.07)  -0.22
N (0.40, -0.67, 0.46)  -0.63
C (-0.58, -1.23, -0.46)  -0.33
C (-1.92, -1.44, 0.17)  0.44
O (-2.33, -0.83, 1.12)  -0.52
H (-0.22, 2.03, 0.39)  0.22
H (1.13, 2.43, -0.65)  0.21
H (1.38, 2.30, 0.99)  0.21
H (2.29, 0.20, 0.34)  0.20
H (1.31, 0.25, -1.16)  0.18
H (-0.10, -0.32, 1.27)  0.37
H (-0.76, -0.60, -1.34)  0.20
H (-0.15, -2.17, -0.82)  0.21
H (-2.57, -2.10, -0.44)  0.10

=====

# 2
# C4H9NO

An isolated molecule of C4H9NO in a non-equilibrium geometry (ωB97M-V with the def2-TZVPD basis set, the Open Molecules 2025 dataset).

Properties
**SMILES**: C[C@H]1CCON1
**Strongest force on any atom**: 2.8 eV/Å
**Energy above the lowest of the compared OMol25 structures with the same formula, charge and spin**: 3.323 eV
**Highest occupied orbital energy**: -8.71 eV
**Lowest unoccupied orbital energy**: 1.09 eV
**Calculated total energy**: -287.71034 Eh
**Kohn-Sham gap**: 9.8 eV

Last column: natural (NBO) charge in e.
CARTESIAN COORDINATES (ANGSTROEM)
C (-0.72, 0.27, 0.11)  -0.01
C (1.43, -0.77, 0.95)  -0.14
C (0.37, -1.13, 0.00)  -0.49
C (-1.29, 0.69, -1.22)  -0.63
N (0.09, 1.24, 0.74)  -0.30
O (0.91, 0.66, 1.65)  -0.40
H (0.64, 1.78, 0.06)  0.32
H (-1.48, -0.07, 0.81)  0.19
H (2.38, -0.47, 0.50)  0.19
H (1.56, -1.41, 1.82)  0.20
H (-0.24, -1.97, 0.29)  0.21
H (0.68, -1.19, -1.03)  0.21
H (-2.05, 1.47, -1.09)  0.22
H (-0.51, 1.07, -1.88)  0.20
H (-1.76, -0.16, -1.71)  0.22

=====

# 3
# C4H9NO

An isolated molecule of C4H9NO (ωB97M-V with the def2-TZVPD basis set, the Open Molecules 2025 dataset).

Properties
**SMILES**: CN1CC[C@H]1O
**Strongest force on any atom**: 0.4 eV/Å
**Energy above the lowest of the compared OMol25 structures with the same formula, charge and spin**: 1.926 eV
**Highest occupied orbital energy**: -8.76 eV
**Lowest unoccupied orbital energy**: 1.14 eV
**Calculated total energy**: -287.76167 Eh
**Kohn-Sham gap**: 9.9 eV

Last column: natural (NBO) charge in e.
CARTESIAN COORDINATES (ANGSTROEM)
C (-0.58, -0.83, -1.11)  -0.46
C (0.87, -0.50, -0.72)  -0.22
N (0.40, 0.08, 0.55)  -0.45
C (0.84, 1.41, 0.88)  -0.41
C (-1.00, -0.16, 0.21)  0.25
O (-1.71, -0.95, 1.12)  -0.70
H (-0.93, -0.31, -2.01)  0.22
H (-1.26, -1.81, 1.16)  0.46
H (-0.83, -1.89, -1.20)  0.21
H (1.36, 0.22, -1.38)  0.18
H (1.55, -1.36, -0.58)  0.19
H (0.98, 2.06, -0.01)  0.16
H (1.80, 1.38, 1.41)  0.20
H (0.11, 1.89, 1.54)  0.21
H (-1.60, 0.76, 0.13)  0.16

=====

# 4
# C4H9NO

An isolated molecule of C4H9NO in a non-equilibrium geometry (ωB97M-V with the def2-TZVPD basis set, the Open Molecules 2025 dataset).

Properties
**SMILES**: CCNC(C)=O
**Strongest force on any atom**: 6.6 eV/Å
**Energy above the lowest of the compared OMol25 structures with the same formula, charge and spin**: 2.069 eV
**Highest occupied orbital energy**: -9.29 eV
**Lowest unoccupied orbital energy**: 0.95 eV
**Calculated total energy**: -287.75642 Eh
**Kohn-Sham gap**: 10.2 eV

Last column: natural (NBO) charge in e.
CARTESIAN COORDINATES (ANGSTROEM)
C (0.24, 1.52, -1.83)  -0.61
C (0.00, 0.07, -1.32)  -0.24
C (-0.43, -1.09, 0.87)  0.70
C (-0.22, -0.95, 2.35)  -0.71
H (0.44, 1.60, -3.05)  0.21
H (-0.53, 2.16, -1.55)  0.21
H (1.28, 1.96, -1.49)  0.21
H (-1.01, -0.40, -1.46)  0.24
H (0.90, -0.62, -1.65)  0.19
H (0.70, 0.60, 0.71)  0.37
H (0.64, -1.61, 2.67)  0.24
H (-0.95, -1.46, 2.73)  0.23
H (-0.26, 0.05, 2.62)  0.22
N (0.07, 0.10, 0.19)  -0.67
O (-0.87, -1.95, 0.22)  -0.59

=====

# 5
# C4H9NO

An isolated molecule of C4H9NO (ωB97M-V with the def2-TZVPD basis set, the Open Molecules 2025 dataset).

Properties
**SMILES**: CCO/C=N/C
**Strongest force on any atom**: 0.5 eV/Å
**Energy above the lowest of the compared OMol25 structures with the same formula, charge and spin**: 1.438 eV
**Highest occupied orbital energy**: -9.61 eV
**Lowest unoccupied orbital energy**: 1.14 eV
**Calculated total energy**: -287.77960 Eh
**Kohn-Sham gap**: 10.8 eV

Last column: natural (NBO) charge in e.
CARTESIAN COORDINATES (ANGSTROEM)
C (1.36, 1.52, -1.70)  -0.62
C (0.14, 0.77, -1.21)  -0.08
O (0.00, 1.09, 0.18)  -0.50
C (-0.38, 0.11, 1.01)  0.41
N (-0.80, -1.02, 0.64)  -0.51
C (-1.08, -1.98, 1.68)  -0.42
H (1.29, 2.57, -1.42)  0.21
H (2.26, 1.10, -1.23)  0.21
H (1.47, 1.44, -2.78)  0.21
H (-0.78, 1.07, -1.73)  0.18
H (0.25, -0.32, -1.31)  0.21
H (-0.25, 0.43, 2.05)  0.14
H (-0.53, -2.90, 1.46)  0.20
H (-2.14, -2.24, 1.68)  0.20
H (-0.79, -1.64, 2.68)  0.17

=====

# 6
# C4H9NO

An isolated molecule of C4H9NO in a non-equilibrium geometry (ωB97M-V with the def2-TZVPD basis set, the Open Molecules 2025 dataset).

Properties
**SMILES**: C=[N+]([O-])C(C)C
**Strongest force on any atom**: 5.3 eV/Å
**Energy above the lowest of the compared OMol25 structures with the same formula, charge and spin**: 4.599 eV
**Highest occupied orbital energy**: -8.56 eV
**Lowest unoccupied orbital energy**: 0.91 eV
**Calculated total energy**: -287.66343 Eh
**Kohn-Sham gap**: 9.5 eV

Last column: natural (NBO) charge in e.
CARTESIAN COORDINATES (ANGSTROEM)
C (-2.20, 0.46, 1.01)  -0.28
C (-0.33, 0.07, -1.72)  -0.65
C (1.22, -0.59, 0.21)  -0.63
C (0.01, 0.23, -0.22)  -0.02
N (-1.23, -0.39, 0.85)  0.15
O (-1.04, -1.30, 1.61)  -0.47
H (-3.03, 0.25, 1.73)  0.20
H (-2.35, 1.36, 0.44)  0.19
H (-1.18, -0.46, -1.78)  0.23
H (-0.49, 1.00, -2.25)  0.22
H (0.54, -0.24, -2.29)  0.22
H (1.48, -0.10, 1.12)  0.22
H (1.99, -0.47, -0.43)  0.21
H (0.97, -1.66, 0.25)  0.24
H (0.04, 1.18, 0.17)  0.19

=====

Please write out number 6 again, unchanged.
# C4H9NO

An isolated molecule of C4H9NO in a non-equilibrium geometry (ωB97M-V with the def2-TZVPD basis set, the Open Molecules 2025 dataset).

Properties
**SMILES**: C=[N+]([O-])C(C)C
**Strongest force on any atom**: 5.3 eV/Å
**Energy above the lowest of the compared OMol25 structures with the same formula, charge and spin**: 4.599 eV
**Highest occupied orbital energy**: -8.56 eV
**Lowest unoccupied orbital energy**: 0.91 eV
**Calculated total energy**: -287.66343 Eh
**Kohn-Sham gap**: 9.5 eV

Last column: natural (NBO) charge in e.
CARTESIAN COORDINATES (ANGSTROEM)
C (-2.20, 0.46, 1.01)  -0.28
C (-0.33, 0.07, -1.72)  -0.65
C (1.22, -0.59, 0.21)  -0.63
C (0.01, 0.23, -0.22)  -0.02
N (-1.23, -0.39, 0.85)  0.15
O (-1.04, -1.30, 1.61)  -0.47
H (-3.03, 0.25, 1.73)  0.20
H (-2.35, 1.36, 0.44)  0.19
H (-1.18, -0.46, -1.78)  0.23
H (-0.49, 1.00, -2.25)  0.22
H (0.54, -0.24, -2.29)  0.22
H (1.48, -0.10, 1.12)  0.22
H (1.99, -0.47, -0.43)  0.21
H (0.97, -1.66, 0.25)  0.24
H (0.04, 1.18, 0.17)  0.19

=====

Copy entry 3 word for word.
# C4H9NO

An isolated molecule of C4H9NO (ωB97M-V with the def2-TZVPD basis set, the Open Molecules 2025 dataset).

Properties
**SMILES**: CN1CC[C@H]1O
**Strongest force on any atom**: 0.4 eV/Å
**Energy above the lowest of the compared OMol25 structures with the same formula, charge and spin**: 1.926 eV
**Highest occupied orbital energy**: -8.76 eV
**Lowest unoccupied orbital energy**: 1.14 eV
**Calculated total energy**: -287.76167 Eh
**Kohn-Sham gap**: 9.9 eV

Last column: natural (NBO) charge in e.
CARTESIAN COORDINATES (ANGSTROEM)
C (-0.58, -0.83, -1.11)  -0.46
C (0.87, -0.50, -0.72)  -0.22
N (0.40, 0.08, 0.55)  -0.45
C (0.84, 1.41, 0.88)  -0.41
C (-1.00, -0.16, 0.21)  0.25
O (-1.71, -0.95, 1.12)  -0.70
H (-0.93, -0.31, -2.01)  0.22
H (-1.26, -1.81, 1.16)  0.46
H (-0.83, -1.89, -1.20)  0.21
H (1.36, 0.22, -1.38)  0.18
H (1.55, -1.36, -0.58)  0.19
H (0.98, 2.06, -0.01)  0.16
H (1.80, 1.38, 1.41)  0.20
H (0.11, 1.89, 1.54)  0.21
H (-1.60, 0.76, 0.13)  0.16

=====

> Number 2 is which compound?

C4H9NO